Record 1
Here is a cluster of 5 separate species, CH9O6 in total in a non-equilibrium geometry from the OMol25 dataset. Energies are from ωB97M-V with the def2-TZVPD basis set.

Summary:
- LUMO level (spin up / spin down) (eV) = 0.016 / -5.597
- net charge = 0
- spin multiplicity = 2
- highest occupied orbital energy (spin up / spin down) (eV) = -10.7 / -10.7
- energy above the lowest of the compared OMol25 structures with the same formula, charge and spin (eV) = 0.8518
- total energy (eV) = -13464.9083

CARTESIAN COORDINATES (ANGSTROEM)
O1 -0.004 -0.112 -1.348
C1 1.215 0.081 -1.188
O2 2.083 -0.546 -0.603
H1 1.572 1.033 -1.657
H2 -3.036 -1.328 2.140
H3 -1.604 -1.097 2.421
O3 -2.418 -1.343 2.872
H4 -0.984 -1.470 -0.220
H5 -2.101 -2.556 -0.206
O4 -1.483 -2.068 0.350
H6 1.644 2.582 -2.543
H7 0.792 3.677 -2.216
O5 1.629 3.535 -2.676
H8 1.542 -0.523 1.429
H9 0.257 0.257 1.415
O6 0.895 -0.122 2.031



Record 2
Here is the molecule C2H3FO2 in a non-equilibrium geometry from the OMol25 dataset. Energies are from ωB97M-V with the def2-TZVPD basis set.

Summary:
- LUMO level (eV) = 0.593
- net charge = 0
- SMILES = O=C(O)CF
- highest occupied orbital energy (eV) = -11.2
- energy above the lowest of the compared OMol25 structures with the same formula, charge and spin (eV) = 0.3997
- total energy (eV) = -8934.5959

CARTESIAN COORDINATES (ANGSTROEM)
O1 -0.283 1.583 0.060
C1 -0.430 0.422 -0.007
O2 -1.570 -0.310 -0.126
C2 0.764 -0.413 0.109
F1 1.876 0.391 -0.237
H1 -2.159 0.443 -0.503
H2 0.812 -1.337 -0.475
H3 0.989 -0.780 1.178



Record 3
Here is a structure of composition C23H24Cl2I2N6O6SY in a non-equilibrium geometry from the OMol25 dataset. Energies are from ωB97M-V with the def2-TZVPD basis set.

Summary:
- LUMO level (eV) = -2.830
- net charge = +1
- highest occupied orbital energy (eV) = -10.5
- energy above the lowest of the compared OMol25 structures with the same formula, charge and spin (eV) = 1.7291
- total energy (eV) = -98587.8730

CARTESIAN COORDINATES (ANGSTROEM)
Y1 -0.916 -0.566 0.236
N1 -2.438 2.873 2.445
C1 -1.561 2.672 3.480
C2 -1.518 3.184 4.768
C3 -0.460 2.789 5.559
C4 0.526 1.922 5.077
C5 0.483 1.415 3.796
C6 -0.595 1.769 2.983
N2 -0.933 1.410 1.690
C7 -2.024 2.112 1.404
C8 -2.626 2.111 0.094
C9 -3.614 2.933 -0.383
S1 -3.926 2.602 -2.030
C10 -2.719 1.383 -1.980
N3 -2.137 1.233 -0.835
H1 -3.286 3.412 2.495
H2 -2.279 3.853 5.135
H3 -0.382 3.169 6.565
H4 1.345 1.648 5.725
H5 1.270 0.770 3.441
H6 -4.138 3.707 0.138
H7 -2.471 0.808 -2.851
Cl1 -0.323 -6.105 -4.977
C11 -0.217 -4.889 -3.763
C12 1.001 -4.718 -3.081
C13 1.110 -3.754 -2.117
Cl2 2.586 -3.486 -1.271
C14 0.022 -2.893 -1.760
O1 0.181 -1.977 -0.885
C15 -1.205 -3.111 -2.467
C16 -2.352 -2.349 -2.133
O2 -2.416 -1.452 -1.272
C17 -1.294 -4.097 -3.474
H8 1.841 -5.353 -3.320
H9 -3.268 -2.591 -2.697
H10 -2.225 -4.231 -4.000
I1 1.470 -1.703 1.955
C18 0.351 -2.463 3.658
I2 -1.493 -1.436 4.008
H11 0.977 -2.341 4.539
H12 0.125 -3.506 3.456
O3 -1.537 -2.365 1.193
N4 -2.675 -1.907 1.387
O4 -3.575 -2.609 1.687
O5 -2.811 -0.686 1.263
C19 4.115 1.849 -0.865
N5 2.738 1.537 -0.541
C20 2.385 2.001 0.786
C21 1.775 0.955 -1.293
O6 0.658 0.717 -0.752
N6 1.941 0.667 -2.605
C22 0.906 -0.067 -3.308
C23 3.111 0.900 -3.429
H13 4.675 1.878 0.068
H14 4.207 2.831 -1.335
H15 4.582 1.101 -1.490
H16 2.566 3.075 0.863
H17 2.989 1.480 1.531
H18 1.335 1.797 0.971
H19 0.052 -0.232 -2.655
H20 1.291 -1.035 -3.642
H21 0.584 0.499 -4.184
H22 3.463 1.925 -3.345
H23 2.831 0.726 -4.467
H24 3.919 0.207 -3.189